# 1
One molecule with the formula C15H13BrN2O3, computed with ωB97M-V with the def2-TZVPD basis set.

```
34
Properties=species:S:1:pos:R:3:mulliken_charge:R:1
O 4.961 0.237 -1.873 -0.56
C 3.846 0.037 -2.252 0.67
O 3.451 0.385 -3.485 -0.48
H 2.511 0.200 -3.632 0.43
C 2.771 -0.641 -1.402 -1.31
C 1.464 0.090 -1.491 0.51
C 1.227 1.201 -0.689 -0.84
C 0.038 1.895 -0.771 -0.06
C -0.960 1.477 -1.650 0.03
C -0.707 0.403 -2.497 -0.53
C 0.493 -0.281 -2.416 -0.37
H 0.653 -1.137 -3.059 0.52
H -1.460 0.092 -3.206 0.43
N -2.205 2.112 -1.699 -0.12
C -2.921 2.694 -0.680 0.23
O -3.775 3.523 -0.901 -0.67
N -2.630 2.294 0.606 -0.12
C -2.014 1.119 1.038 -0.10
C -2.198 -0.086 0.362 0.07
C -1.507 -1.216 0.747 -0.61
C -0.647 -1.150 1.830 0.05
C -0.509 0.017 2.562 -0.63
C -1.196 1.148 2.167 -0.31
H -1.083 2.066 2.722 0.42
H 0.142 0.046 3.422 0.43
Br 0.364 -2.688 2.314 -0.18
H -1.635 -2.143 0.211 0.46
H -2.882 -0.134 -0.471 0.46
H -2.997 2.913 1.315 0.26
H -2.605 2.274 -2.613 0.25
H -0.124 2.763 -0.153 0.51
H 1.989 1.525 0.004 0.47
H 2.666 -1.666 -1.769 0.37
H 3.134 -0.680 -0.375 0.32
```

Largest force on an atom in eV/Å: 0.68
Structure (SMILES): O=C(O)Cc1ccc(NC(=O)Nc2ccc(Br)cc2)cc1
Energy above the lowest of the compared OMol25 structures with the same formula, charge and spin in eV: 0.000
Molecular weight in g/mol: 349.18

---

# 2
An isolated ion of composition C9H11NO4P and charge -1, computed with ωB97M-V with the def2-TZVPD basis set.

```
26
Properties=species:S:1:pos:R:3:mulliken_charge:R:1
C -2.807 1.541 0.567 -0.58
C -2.997 0.190 0.898 -0.82
C -1.714 1.872 -0.180 -1.00
C -1.994 -0.711 0.648 -0.46
C -0.768 0.918 -0.573 0.92
C -0.899 -0.367 -0.044 0.52
C 0.482 1.120 -1.314 -2.10
C 1.365 -0.091 -0.981 0.11
C 0.412 -1.195 -0.447 0.18
N 0.966 -1.786 0.766 -0.51
O 1.855 1.068 1.341 -0.73
O 3.426 -0.820 0.586 -0.54
O 3.593 1.410 -0.626 -0.81
O 0.169 -2.194 -1.354 -0.59
P 2.637 0.552 0.165 0.66
H -3.446 2.261 0.950 0.48
H -3.882 -0.044 1.313 0.52
H -1.458 2.871 -0.338 0.43
H -2.151 -1.684 0.876 0.47
H 0.186 1.211 -2.299 0.48
H 0.951 1.967 -1.043 0.55
H 1.832 -0.408 -1.914 0.63
H 0.617 -2.662 1.047 0.16
H 1.088 -1.134 1.509 0.26
H 3.072 -1.142 1.399 0.32
H -0.535 -2.742 -0.952 0.43
```

Largest force on an atom in eV/Å: 4.23
Structure (SMILES): N[C@@]1(O)c2ccccc2C[C@H]1[P@](=O)([O-])O
Energy above the lowest of the compared OMol25 structures with the same formula, charge and spin in eV: 0.000
Net charge: -1
Molecular weight in g/mol: 228.16

---

# 3
C3H6O3Yb as an isolated structure, computed with ωB97M-V with the def2-TZVPD basis set.

```
13
Properties=species:S:1:pos:R:3:mulliken_charge:R:1
C -1.376 0.833 -0.313 -0.29
C -0.712 -0.182 0.392 -0.35
O 0.402 -0.753 -0.268 0.04
C 1.071 -1.721 0.322 -0.21
O 2.005 -2.003 -0.576 -0.21
Yb 1.815 -0.684 -2.589 0.63
H -2.447 0.880 -0.106 0.25
H -0.865 1.230 -1.195 0.15
H -1.282 -0.944 0.926 0.41
H 2.601 -2.711 -0.293 0.41
H -0.332 1.104 1.559 0.50
O -0.791 2.232 1.293 -0.66
H -0.091 2.719 0.848 0.33
```

Largest force on an atom in eV/Å: 5.11
Energy above the lowest of the compared OMol25 structures with the same formula, charge and spin in eV: 5.564
2S+1: 2
Net charge: +1
Molecular weight in g/mol: 263.12

---

# 4
One molecule with the formula C10H12BF2NO, computed with ωB97M-V with the def2-TZVPD basis set.

```
27
Properties=species:S:1:pos:R:3:mulliken_charge:R:1
O 0.377 -2.018 -1.304 -0.63
F -2.652 -2.119 2.403 -0.30
F -3.824 -0.875 0.789 -0.29
B -2.624 -1.220 1.370 0.56
C 0.435 -2.373 -0.119 0.82
C 1.584 3.084 -1.614 -0.14
C 1.621 1.719 -1.730 -0.83
C 0.764 3.704 -0.696 -0.66
C 0.760 0.994 -0.954 -0.18
C -0.050 2.973 0.067 -0.37
C -0.079 1.587 -0.053 0.30
N -0.322 -1.766 0.861 -0.14
C 1.136 -3.656 0.181 -1.17
C -0.766 0.748 0.979 -0.90
C -1.305 -0.698 0.646 -0.11
H 2.157 3.743 -2.308 0.31
H 2.186 1.155 -2.512 0.35
H 0.465 4.739 -0.942 0.27
H 0.675 -0.064 -0.988 0.62
H -0.752 3.474 0.757 0.30
H -0.530 -2.230 1.798 0.27
H 1.201 -3.933 1.249 0.34
H 2.158 -3.657 -0.213 0.31
H 0.557 -4.423 -0.385 0.27
H -0.063 0.655 1.835 0.24
H -1.640 1.241 1.357 0.40
H -1.470 -0.784 -0.475 0.36
```

E in Ha: -742.9408
Largest force on an atom in eV/Å: 3.21
Structure (SMILES): CC(=O)N[C@H](Cc1ccccc1)B(F)F
Molecular weight in g/mol: 211.02

---

# 5
One molecule with the formula CHNP2S2, computed with ωB97M-V with the def2-TZVPD basis set.

```
7
Properties=species:S:1:pos:R:3:mulliken_charge:R:1
C 0.168 0.273 0.777 0.36
N 0.692 1.586 0.286 -0.50
P -1.092 -0.237 1.848 0.04
P 0.307 -1.146 -0.549 0.19
S -1.725 -1.493 0.305 -0.15
S 0.165 -0.397 -2.345 -0.21
H 1.485 1.414 -0.322 0.27
```

Largest force on an atom in eV/Å: 7.77
Energy above the lowest of the compared OMol25 structures with the same formula, charge and spin in eV: 1.922
Molecular weight in g/mol: 153.11

---

# 6
C10H13N2O as an isolated structure, computed with ωB97M-V with the def2-TZVPD basis set.

```
26
Properties=species:S:1:pos:R:3:mulliken_charge:R:1
C 4.378 0.497 -0.230 -0.09
C 3.766 -0.571 -0.790 -0.65
C 3.661 1.193 0.721 -0.69
C 2.489 -0.873 -0.592 -0.04
C 2.374 0.851 0.909 0.01
C -1.414 -0.251 -0.178 0.07
C 0.338 -0.545 0.601 0.26
C -3.561 -1.112 0.202 -1.41
C -3.437 1.223 -0.380 -1.61
C -2.772 -0.130 -0.578 0.89
N -0.471 -1.142 -0.446 -0.70
N 1.683 -0.159 0.289 0.17
O -0.677 0.487 0.786 -0.40
H 5.412 0.739 -0.371 0.43
H 4.289 -1.139 -1.522 0.39
H 4.157 2.003 1.243 0.39
H 2.003 -1.588 -1.199 0.48
H 1.720 1.359 1.540 0.50
H 0.483 -1.054 1.808 0.29
H -3.655 -0.744 1.251 0.32
H -3.035 -2.053 -0.006 0.45
H -4.523 -1.170 -0.254 0.40
H -3.051 1.665 0.463 0.43
H -4.430 1.210 -0.400 0.49
H -3.032 1.827 -1.244 0.34
H -2.695 -0.524 -1.624 0.30
```

Largest force on an atom in eV/Å: 6.56
Energy above the lowest of the compared OMol25 structures with the same formula, charge and spin in eV: 4.475
Net charge: +1
Molecular weight in g/mol: 177.23

---

# 7
C26H65BaN4O9Zn as an isolated structure, computed with ωB97M-V with the def2-TZVPD basis set.

```
106
Properties=species:S:1:pos:R:3:mulliken_charge:R:1
Ba -0.182 1.110 3.599 1.80
Zn -1.431 3.000 0.333 0.23
C 2.184 0.821 0.001 -1.18
C 0.728 0.552 0.033 0.70
O -0.004 1.472 0.723 -0.44
H 2.740 0.026 -0.494 0.29
H 2.648 0.728 0.984 0.08
H 2.527 1.723 -0.507 0.49
H 0.443 -0.482 0.225 -0.19
H 0.516 0.747 -1.018 -0.27
C -4.220 4.700 0.330 -0.76
O -3.185 3.996 -0.469 -0.15
C -3.599 3.519 -1.781 -1.27
C -2.752 2.312 -2.182 0.22
N -1.379 2.568 -1.619 1.01
C -0.537 3.566 -2.230 -0.83
C -0.430 3.420 -3.758 -0.74
O -0.263 1.996 -3.930 -0.34
C -0.870 1.416 -5.075 -0.73
H -4.416 5.601 -0.251 0.30
H -3.897 4.831 1.363 0.25
H -5.145 4.123 0.301 0.36
H -3.281 4.343 -2.421 0.40
H -4.664 3.289 -1.816 0.52
H -2.675 2.250 -3.267 0.10
H -3.063 1.354 -1.765 0.36
H -0.842 1.813 -2.021 0.04
H 0.496 3.696 -1.906 0.53
H -1.018 4.537 -2.121 0.37
H 0.539 3.903 -3.883 0.40
H -1.127 3.918 -4.432 0.36
H -1.097 0.428 -4.673 0.13
H -0.117 1.365 -5.862 0.29
H -1.766 1.825 -5.542 0.40
C 6.584 4.531 3.336 -0.81
O 6.145 3.150 3.495 -0.43
C 6.132 2.455 2.255 -0.42
C 7.572 2.279 1.653 -0.76
N 7.583 1.735 0.350 -0.17
C 6.938 2.438 -0.732 -0.38
C 6.935 1.717 -2.045 -0.80
O 6.439 0.399 -1.944 -0.46
C 5.249 0.155 -1.248 -0.47
H 6.409 4.982 2.360 0.35
H 7.601 4.770 3.649 0.30
H 5.932 5.082 4.014 0.27
H 5.474 2.970 1.555 0.43
H 5.800 1.423 2.358 0.22
H 8.025 1.762 2.499 0.40
H 7.943 3.298 1.540 0.38
H 7.834 0.780 0.140 0.28
H 7.533 3.348 -0.812 0.49
H 5.912 2.654 -0.435 0.15
H 7.981 1.624 -2.337 0.33
H 6.506 2.147 -2.950 0.36
H 4.413 0.758 -1.603 0.20
H 5.579 0.235 -0.212 0.23
H 4.914 -0.881 -1.200 0.39
C -3.428 -1.140 -3.604 -0.40
O -2.508 -2.157 -3.274 -0.39
C -1.492 -1.794 -2.338 0.16
C -1.121 -3.086 -1.632 -1.21
N -2.133 -3.492 -0.546 0.25
C -1.871 -4.808 -0.077 -0.96
C -3.035 -5.495 0.556 -0.46
O -4.308 -5.105 -0.106 -0.45
C -4.565 -5.692 -1.316 -0.64
H -2.836 -0.259 -3.855 -0.15
H -4.017 -0.825 -2.743 0.32
H -4.016 -1.265 -4.514 0.34
H -1.728 -1.075 -1.554 -0.11
H -0.625 -1.472 -2.914 0.42
H -0.212 -2.932 -1.050 0.49
H -0.857 -3.837 -2.377 0.45
H -2.998 -3.678 -1.034 0.13
H -1.051 -4.910 0.634 0.32
H -1.481 -5.473 -0.847 0.60
H -2.968 -5.129 1.581 0.22
H -2.989 -6.574 0.414 0.39
H -3.992 -5.122 -2.048 0.27
H -5.629 -5.678 -1.553 0.23
H -4.263 -6.739 -1.358 0.31
C -6.410 -2.381 3.454 -0.80
O -5.160 -1.690 3.453 -0.34
C -4.252 -2.574 4.033 -0.53
C -2.898 -1.841 4.281 -0.84
N -2.405 -0.965 3.187 -0.14
C -1.721 -1.793 2.171 0.22
C -0.321 -2.327 2.698 -0.64
O 0.747 -1.345 2.675 -0.17
C 2.128 -1.818 2.626 -0.89
H -6.456 -3.150 2.683 0.29
H -7.211 -1.647 3.364 0.28
H -6.646 -2.842 4.412 0.36
H -4.069 -3.453 3.416 0.28
H -4.449 -2.822 5.076 0.44
H -2.185 -2.596 4.611 0.25
H -3.151 -1.318 5.203 0.50
H -3.313 -0.583 2.963 0.43
H -1.632 -1.179 1.275 -0.18
H -2.278 -2.643 1.777 -0.11
H -0.053 -3.247 2.178 0.33
H -0.285 -2.646 3.740 0.37
H 2.813 -1.017 2.349 0.16
H 2.452 -2.479 1.823 0.36
H 2.575 -2.183 3.551 0.40
```

Largest force on an atom in eV/Å: 6.14
Energy above the lowest of the compared OMol25 structures with the same formula, charge and spin in eV: 3.114
Net charge: +3
Molecular weight in g/mol: 780.54

---

# 8
One molecule with the formula C3H6O2, computed with ωB97M-V with the def2-TZVPD basis set.

```
11
Properties=species:S:1:pos:R:3:mulliken_charge:R:1
O -1.438 1.130 1.888 -0.48
C -0.548 0.363 1.504 0.00
C 0.462 0.446 0.384 -0.41
C -0.062 -0.520 -0.727 -0.36
O 0.730 -0.163 -1.919 -0.50
H -0.434 -0.571 2.093 0.31
H 1.511 0.264 0.752 0.27
H 0.537 1.511 0.171 0.29
H -1.163 -0.464 -0.925 0.34
H 0.155 -1.620 -0.517 0.24
H 0.250 -0.376 -2.704 0.28
```

Largest force on an atom in eV/Å: 2.94
Structure (SMILES): O=CCCO
Energy above the lowest of the compared OMol25 structures with the same formula, charge and spin in eV: 1.776
Molecular weight in g/mol: 74.08

---

Look up the molecular weight of the sixth one. 177.23 g/mol

---

What is the formula in the eighth record? C3H6O2